Record 1
A structure of composition C17H28IN4OSiYb, computed with wB97M-V/def2-TZVPD.

Properties
relative energy (zero: lowest compared OMol25 entry of this formula, charge and spin): 0.00 kcal per mole
HOMO (spin up / spin down): 2.3 / 1.6 eV
spin multiplicity: 2
charge: -2
frontier orbital gap (spin up / spin down): 2.29 / 2.95 eV

Positions of all 53 atoms, in Å:
1 C 1.629 -0.443 -3.933
2 I -1.277 2.779 -3.828
3 H 0.711 -0.302 -4.474
4 H 2.141 -1.398 -3.913
5 H 2.330 0.389 -4.149
6 C -1.142 3.144 -0.149
7 C -2.329 2.645 -0.560
8 N -2.062 1.565 -1.352
9 C -0.704 1.546 -1.598
10 N -0.126 2.374 -0.678
11 H -0.935 3.919 0.548
12 H -3.324 2.987 -0.384
13 C 1.388 -3.048 -0.674
14 C 0.747 -1.225 -1.812
15 N 1.569 -1.699 -0.847
16 H 0.160 -4.461 -1.879
17 N 0.098 -2.359 -2.315
18 H 1.989 -3.593 0.039
19 Yb -1.583 -0.566 -1.424
20 C 1.240 -0.047 -2.633
21 O 1.672 0.929 -1.969
22 C 0.494 -3.474 -1.594
23 C -0.792 -2.432 -3.474
24 H -1.768 -1.909 -3.375
25 H -1.028 -3.490 -3.610
26 H -0.309 -2.078 -4.393
27 C 2.368 -0.889 0.059
28 H 3.117 -1.560 0.513
29 H 1.725 -0.471 0.856
30 H 2.854 -0.065 -0.487
31 C 1.083 2.299 0.146
32 H 1.137 3.240 0.709
33 H 1.970 2.166 -0.464
34 H 0.993 1.491 0.883
35 C -3.134 1.001 -2.143
36 H -2.803 0.424 -3.012
37 H -3.746 1.815 -2.518
38 H -3.801 0.386 -1.522
39 C -1.490 0.928 4.576
40 Si -0.053 -0.002 3.789
41 C 1.521 0.942 4.209
42 C 0.047 -1.671 4.606
43 C -0.292 -0.147 1.955
44 C -0.650 -0.322 0.765
45 H -1.509 0.746 5.660
46 H -2.445 0.583 4.157
47 H -1.418 2.012 4.413
48 H 1.493 1.251 5.267
49 H 2.412 0.311 4.073
50 H 1.642 1.848 3.597
51 H -0.630 -2.381 4.124
52 H 1.058 -2.086 4.559
53 H -0.237 -1.601 5.661

---

Record 2
A structure of composition C17H28INO6Pb, computed with wB97M-V/def2-TZVPD.

Properties
HOMO (spin up / spin down): -21.3 / -21.3 eV
charge: +4
frontier orbital gap (spin up / spin down): 4.03 / 5.42 eV

Positions of all 54 atoms, in Å:
1 Pb 10.634 7.092 8.692
2 C 11.671 8.361 12.009
3 C 11.791 9.568 11.084
4 O 10.784 9.397 10.069
5 C 10.205 10.610 9.539
6 C 8.948 10.188 8.769
7 O 9.294 9.193 7.804
8 C 9.303 9.591 6.402
9 C 10.666 9.215 5.820
10 O 10.852 7.836 6.159
11 C 11.611 7.027 5.209
12 C 11.334 5.583 5.568
13 O 11.614 5.345 6.960
14 C 12.749 4.532 7.280
15 C 13.743 5.401 8.046
16 O 13.000 5.982 9.141
17 C 13.692 6.069 10.406
18 C 12.578 6.110 11.464
19 O 11.691 7.193 11.154
20 H 10.695 8.349 12.535
21 H 12.487 8.308 12.764
22 H 12.795 9.590 10.574
23 H 11.628 10.509 11.619
24 H 10.985 11.090 8.908
25 H 9.985 11.284 10.387
26 H 8.430 11.047 8.287
27 H 8.245 9.736 9.489
28 H 9.043 10.651 6.302
29 H 8.507 9.018 5.917
30 H 11.478 9.803 6.309
31 H 10.715 9.354 4.716
32 H 12.689 7.273 5.338
33 H 11.290 7.292 4.182
34 H 11.885 4.853 4.934
35 H 10.257 5.381 5.460
36 H 13.195 4.092 6.362
37 H 12.366 3.719 7.904
38 H 14.126 6.245 7.432
39 H 14.584 4.839 8.478
40 H 14.313 6.995 10.381
41 H 14.364 5.178 10.574
42 H 12.952 6.187 12.505
43 H 11.971 5.193 11.379
44 I 4.893 4.646 7.199
45 C 6.349 5.069 8.641
46 C 6.118 4.657 9.955
47 C 7.088 4.968 10.895
48 C 8.237 5.633 10.517
49 N 8.454 6.029 9.265
50 C 7.529 5.756 8.325
51 H 5.187 4.155 10.190
52 H 6.994 4.682 11.933
53 H 8.970 5.905 11.273
54 H 7.720 6.119 7.324

---

Record 3
The molecule C17H28N2O, computed with wB97M-V/def2-TZVPD.

Properties
relative energy (zero: lowest compared OMol25 entry of this formula, charge and spin): 61.06 kcal per mole
HOMO: -8.0 eV
SMILES: CCCCOc1ccc(CN2CCN(CC)CC2)cc1
frontier orbital gap: 8.96 eV

Positions of all 48 atoms, in Å:
1 C 5.819 4.438 1.423
2 C 5.187 3.501 0.400
3 C 4.729 2.174 1.002
4 C 3.576 2.339 1.996
5 O 3.077 1.100 2.452
6 C 2.283 0.346 1.640
7 C 1.935 -0.908 2.141
8 C 1.117 -1.752 1.419
9 C 0.629 -1.376 0.175
10 C -0.255 -2.284 -0.636
11 N -1.422 -1.573 -1.129
12 C -2.305 -1.172 -0.048
13 C -3.458 -0.330 -0.606
14 N -4.216 -1.005 -1.643
15 C -5.154 -2.002 -1.154
16 C -6.446 -1.339 -0.682
17 C -3.301 -1.470 -2.665
18 C -2.163 -2.337 -2.114
19 C 0.975 -0.127 -0.320
20 C 1.790 0.731 0.397
21 H 6.209 5.325 0.929
22 H 5.091 4.756 2.164
23 H 6.640 3.942 1.936
24 H 4.336 3.999 -0.071
25 H 5.918 3.288 -0.384
26 H 5.564 1.691 1.514
27 H 4.406 1.507 0.199
28 H 3.926 2.837 2.903
29 H 2.773 2.946 1.558
30 H 2.317 -1.196 3.108
31 H 0.857 -2.718 1.829
32 H -0.536 -3.168 -0.034
33 H 0.304 -2.640 -1.509
34 H -1.731 -0.577 0.666
35 H -2.704 -2.055 0.488
36 H -4.130 -0.043 0.203
37 H -3.040 0.578 -1.049
38 H -4.743 -2.616 -0.337
39 H -5.391 -2.673 -1.983
40 H -6.848 -0.715 -1.476
41 H -7.179 -2.097 -0.421
42 H -6.271 -0.715 0.190
43 H -3.859 -2.021 -3.425
44 H -2.861 -0.583 -3.131
45 H -1.486 -2.610 -2.927
46 H -2.577 -3.269 -1.684
47 H 0.588 0.177 -1.280
48 H 2.029 1.694 -0.027

---

Record 4
The molecule C17H28N2O4S2, computed with wB97M-V/def2-TZVPD.

Properties
relative energy (zero: lowest compared OMol25 entry of this formula, charge and spin): 5.33 kcal per mole
HOMO: -9.0 eV
SMILES: CC(C)CC[C@@H](C)NC(=O)Cc1ccc(S(=O)(=O)N2CCOCC2)s1
frontier orbital gap: 9.18 eV

Positions of all 53 atoms, in Å:
1 C 1.370 -1.686 -0.935
2 C 2.144 -0.777 0.017
3 C 2.128 -1.378 1.422
4 C 3.596 -0.578 -0.437
5 C 3.788 0.136 -1.780
6 C 3.668 1.660 -1.727
7 C 4.140 2.287 -3.042
8 N 2.306 2.081 -1.455
9 C 2.016 3.123 -0.659
10 O 2.837 3.758 -0.038
11 C 0.506 3.425 -0.569
12 C -0.155 2.324 0.178
13 C -0.124 2.104 1.525
14 C -0.759 0.904 1.900
15 C -1.263 0.225 0.834
16 S -2.078 -1.339 0.843
17 O -1.407 -2.194 1.774
18 O -2.204 -1.766 -0.523
19 N -3.550 -0.899 1.510
20 C -4.140 -1.851 2.432
21 C -4.887 -2.946 1.668
22 O -5.857 -2.387 0.809
23 C -5.263 -1.528 -0.140
24 C -4.508 -0.386 0.548
25 S -0.981 1.037 -0.652
26 H 0.376 -1.891 -0.543
27 H 1.889 -2.635 -1.050
28 H 1.252 -1.238 -1.919
29 H 1.656 0.200 0.063
30 H 1.107 -1.582 1.737
31 H 2.585 -0.698 2.137
32 H 2.681 -2.316 1.437
33 H 4.063 -1.563 -0.505
34 H 4.129 -0.016 0.333
35 H 4.793 -0.090 -2.140
36 H 3.085 -0.254 -2.518
37 H 4.273 2.057 -0.905
38 H 3.548 1.913 -3.876
39 H 5.184 2.048 -3.222
40 H 4.036 3.368 -2.995
41 H 1.570 1.626 -1.975
42 H 0.396 4.369 -0.034
43 H 0.089 3.521 -1.571
44 H 0.351 2.774 2.218
45 H -0.835 0.535 2.906
46 H -3.328 -2.276 3.020
47 H -4.829 -1.304 3.083
48 H -5.427 -3.603 2.352
49 H -4.160 -3.532 1.086
50 H -6.079 -1.139 -0.751
51 H -4.559 -2.087 -0.770
52 H -3.962 0.203 -0.190
53 H -5.207 0.261 1.088

---

Record 5
A cluster of 4 separate species, C17H28O9S3 in total, computed with wB97M-V/def2-TZVPD.

Properties
relative energy (zero: lowest compared OMol25 entry of this formula, charge and spin): 0.00 kcal per mole
HOMO: -9.6 eV
SMILES: C#C[C@@H]1COC(=O)O1.O=S1(=O)CCCC1.O=S1(=O)CCCC1.O=S1(=O)CCCC1
frontier orbital gap: 10.10 eV

Positions of all 57 atoms, in Å:
1 C 2.540 -0.105 0.703
2 C 1.451 -0.593 0.546
3 C 0.000 -1.079 0.226
4 C -0.643 0.184 -0.426
5 O -0.845 1.066 0.693
6 C -0.772 0.306 1.852
7 O -0.759 0.685 2.971
8 O -0.706 -1.046 1.493
9 H 3.314 0.658 0.771
10 H -0.085 -2.052 -0.290
11 H -1.438 0.082 -1.195
12 H 0.236 0.656 -0.937
13 O 1.754 -3.787 1.374
14 S 1.849 -3.974 2.803
15 O 2.965 -3.488 3.574
16 C 0.346 -3.386 3.532
17 C -0.577 -4.601 3.510
18 C 0.286 -5.793 3.949
19 C 1.599 -5.713 3.161
20 H -0.028 -2.540 2.957
21 H 0.560 -3.076 4.555
22 H -1.437 -4.458 4.165
23 H -0.949 -4.772 2.496
24 H 0.490 -5.722 5.020
25 H -0.219 -6.744 3.775
26 H 2.443 -6.087 3.737
27 H 1.531 -6.247 2.214
28 O 0.868 3.594 3.540
29 S 0.855 3.666 2.101
30 O 0.328 2.593 1.280
31 C 0.080 5.203 1.616
32 C 1.226 6.209 1.570
33 C 2.391 5.482 0.891
34 C 2.505 4.096 1.534
35 H -0.696 5.467 2.332
36 H -0.356 5.058 0.627
37 H 0.943 7.113 1.031
38 H 1.511 6.496 2.586
39 H 2.182 5.377 -0.176
40 H 3.325 6.038 0.988
41 H 2.845 3.347 0.821
42 H 3.165 4.110 2.401
43 O -0.593 1.014 -3.981
44 S -1.725 0.123 -4.004
45 O -2.276 -0.445 -2.793
46 C -3.040 0.897 -4.934
47 C -2.785 0.468 -6.375
48 C -2.420 -1.019 -6.309
49 C -1.398 -1.191 -5.180
50 H -3.006 1.975 -4.793
51 H -3.986 0.499 -4.566
52 H -3.658 0.643 -7.004
53 H -1.949 1.035 -6.792
54 H -3.316 -1.604 -6.086
55 H -2.022 -1.380 -7.257
56 H -1.504 -2.153 -4.682
57 H -0.377 -1.071 -5.542